{"formula": "C31H48BCl2GeN8Si2Tc", "method": "the ωB97M-V functional and the def2-TZVPD basis", "e_tot_ev": -145038.574, "homo_ev": [-6.213, -6.214], "orbital_gap_ev": [6.59, 6.59], "relative_energy_kj_mol": 43.6, "species": ["C", "H", "N", "Ge", "H", "H", "C", "C", "H", "H", "N", "H", "C", "C", "C", "B", "H", "C", "H", "C", "C", "H", "H", "H", "H", "N", "H", "C", "C", "H", "C", "H", "H", "C", "C", "C", "C", "C", "H", "H", "H", "H", "Cl", "H", "H", "C", "C", "H", "H", "Si", "H", "C", "H", "H", "C", "H", "H", "H", "N", "C", "H", "H", "H", "H", "H", "H", "H", "C", "C", "N", "H", "C", "H", "C", "H", "C", "H", "C", "Cl", "H", "Si", "N", "C", "N", "H", "H", "Tc", "H", "H", "C", "N", "H", "C", "H"], "coordinates": [[-1.190, -0.798, 3.425], [4.454, -2.749, 4.375], [1.350, 0.789, 2.158], [1.864, 3.099, -2.105], [2.274, 3.483, 3.716], [-0.120, -3.315, 1.811], [1.969, 4.979, -1.545], [3.476, -2.483, 4.012], [-4.211, 3.371, -0.361], [-0.674, -0.848, 4.368], [1.817, -1.518, 2.926], [1.525, -3.717, 6.289], [-3.616, -3.051, -3.534], [1.915, 3.187, -4.064], [-3.101, -3.994, -2.658], [1.002, -0.685, 1.947], [2.682, 5.497, -2.189], [3.442, 2.195, -1.388], [2.179, -3.675, 1.709], [0.887, 2.900, 2.073], [-1.838, -2.257, -1.521], [-4.519, -1.541, 1.206], [-4.235, 1.095, -2.895], [-0.603, 4.431, 2.219], [-3.382, -5.036, -2.748], [0.602, 1.722, 1.520], [-1.744, -3.506, 1.156], [-2.350, -1.311, -2.412], [0.270, 4.176, 1.617], [-4.299, -3.352, -4.319], [-3.868, -0.715, 0.917], [2.373, -0.694, -3.644], [0.989, 4.989, 1.710], [-3.589, 1.377, -2.058], [1.840, 2.722, 3.091], [-0.692, -3.358, 0.886], [0.164, 2.379, -1.458], [1.958, -4.123, 5.374], [3.087, -1.657, 0.437], [0.622, -0.629, -3.428], [-3.369, -0.784, 3.831], [3.628, 1.240, -1.878], [-2.441, 2.526, 0.942], [-4.123, 1.153, -1.133], [2.720, 0.798, 3.775], [2.091, 1.374, 3.119], [-3.248, -1.724, -3.401], [1.257, -4.850, 4.967], [-3.641, -0.804, -0.141], [-1.899, 0.505, -2.200], [2.310, 5.072, -0.514], [1.689, -0.781, -1.636], [-3.430, 2.457, -2.123], [3.796, -0.843, 2.538], [-1.470, 1.102, -3.947], [-0.042, 4.095, 0.579], [1.000, 5.473, -1.637], [1.916, 2.210, -4.545], [-1.384, -0.700, 1.239], [2.224, -3.592, 0.625], [-1.294, 2.181, -3.908], [-1.846, -4.360, -0.993], [2.810, 3.729, -4.375], [2.880, -4.639, 5.638], [1.572, 0.797, -3.119], [-0.594, 0.644, -4.398], [-4.007, 4.242, 1.199], [2.232, -3.038, 4.381], [2.067, -2.064, -1.382], [1.072, -1.202, 0.432], [-3.658, -0.993, -4.090], [1.573, -0.277, -3.032], [-0.612, 3.127, -1.723], [2.179, -2.175, 0.092], [1.464, -4.224, 0.181], [-2.550, -0.767, 3.133], [-4.405, 0.219, 1.087], [-3.512, 3.812, 0.337], [-2.623, 5.097, -0.487], [2.520, -2.741, -2.089], [-0.616, -1.770, -0.140], [-0.512, -0.787, 2.293], [-2.639, -0.731, 1.755], [1.244, -2.453, 3.725], [-0.385, -4.242, 0.334], [1.041, 3.739, -4.414], [-0.412, 1.026, -0.291], [3.190, -3.990, 0.306], [-2.319, 0.926, -4.615], [-2.222, -3.602, -1.663], [1.312, -0.098, -0.504], [4.324, 2.827, -1.503], [3.162, -1.521, 3.086], [3.270, 2.001, -0.329]]}

***

{"formula": "C31H48BaCl3N4O4Si", "method": "the ωB97M-V functional and the def2-TZVPD basis", "e_tot_ev": -93211.621, "homo_ev": -2.360, "orbital_gap_ev": 4.35, "total_charge": -1, "relative_energy_kj_mol": 844.8, "species": ["H", "N", "C", "H", "H", "H", "C", "H", "N", "H", "O", "H", "C", "H", "H", "H", "C", "C", "C", "C", "H", "Ba", "H", "Si", "H", "C", "H", "H", "H", "C", "H", "H", "C", "Cl", "H", "H", "C", "C", "H", "H", "C", "O", "C", "H", "C", "N", "H", "C", "C", "H", "H", "C", "H", "H", "H", "O", "C", "C", "H", "C", "C", "C", "H", "H", "H", "Cl", "H", "H", "H", "H", "H", "H", "C", "Cl", "C", "C", "H", "C", "H", "H", "H", "H", "H", "C", "H", "H", "H", "C", "C", "C", "O", "N"], "coordinates": [[1.167, -5.183, 0.383], [0.032, 0.852, 4.440], [0.644, -4.948, -4.329], [-2.088, 3.643, -2.600], [-3.796, 3.248, -2.870], [3.865, 1.676, 6.928], [0.012, -2.984, 0.699], [-2.561, -5.846, -4.286], [-2.661, 1.744, -1.963], [-0.535, -0.832, 7.112], [-2.105, 0.112, -0.462], [0.763, 4.516, -2.554], [1.549, 2.771, 4.020], [0.785, -7.329, -6.598], [-3.221, 3.620, -1.239], [2.541, 1.153, -3.917], [-2.324, 0.963, -3.141], [-1.656, -0.537, 4.521], [-1.413, -0.315, 3.183], [1.201, 1.641, 4.784], [0.824, 3.550, -5.491], [-0.018, -0.232, -0.291], [-0.271, 5.469, 1.340], [-0.550, -5.457, -5.671], [-0.076, 0.921, 7.159], [-0.345, 0.551, 3.162], [0.926, 3.094, 3.197], [-2.714, 1.984, 0.055], [-3.298, -1.906, 4.240], [0.590, 4.996, 0.884], [1.459, 5.091, -4.936], [-1.481, 1.428, -3.647], [-2.721, -1.439, 5.067], [-0.009, -1.601, -2.166], [3.960, 5.231, 0.752], [-3.181, 0.931, -3.813], [1.476, 1.397, -3.906], [1.316, 2.128, -1.511], [-2.034, -0.036, -2.843], [0.964, 0.501, -3.557], [2.058, 1.255, 5.836], [0.255, 0.922, 2.165], [3.528, 3.119, 5.371], [1.174, 1.597, -4.930], [3.210, 1.990, 6.125], [-0.776, 0.177, 5.264], [-1.060, -4.404, 3.288], [-0.775, 0.184, 6.732], [2.697, 3.509, 4.318], [-2.251, -2.245, 5.668], [-1.862, -3.134, 2.342], [0.899, 3.780, -3.340], [-3.417, -0.859, 5.707], [4.422, 3.686, 5.595], [0.837, -5.704, 2.040], [-0.562, -1.896, 0.866], [2.779, 3.780, -0.293], [-2.478, 1.265, -0.741], [0.486, -3.913, -4.032], [0.724, 4.311, -4.722], [1.504, 3.291, -0.565], [-2.961, 3.143, -2.180], [2.202, 1.490, -1.415], [-2.514, -4.181, -4.856], [1.870, 0.362, 6.416], [2.221, -0.620, 0.163], [3.635, 3.302, -0.753], [0.518, -5.572, -3.444], [-0.257, 4.779, -4.843], [-0.296, -6.106, 0.742], [-2.175, -4.843, 1.985], [-3.015, -5.468, -5.945], [-1.420, -4.122, 2.298], [-0.213, -4.193, -7.317], [-0.237, -7.206, -6.244], [1.865, 5.484, 1.139], [-1.950, -0.742, 2.353], [2.961, 4.865, 0.553], [0.838, -3.086, -0.003], [-1.780, 0.477, 7.099], [-0.395, -7.913, -5.428], [2.004, 6.336, 1.793], [-0.905, -7.482, -7.058], [1.220, 2.537, -2.975], [2.950, 4.380, 3.729], [1.676, -5.044, -4.661], [-0.568, 3.501, -0.143], [-2.325, -5.214, -5.142], [0.383, -5.340, 1.117], [0.416, 3.905, 0.045], [0.164, 1.397, -1.202], [-0.325, -4.101, 1.350]]}

***

{"formula": "C31H48Cl2N3O4SiSr", "method": "the ωB97M-V functional and the def2-TZVPD basis", "e_tot_ev": -79350.652, "homo_ev": -4.288, "orbital_gap_ev": 6.42, "total_charge": -1, "relative_energy_kj_mol": 0.0, "species": ["C", "C", "Cl", "C", "H", "C", "C", "C", "H", "H", "H", "O", "C", "H", "Cl", "C", "H", "H", "C", "O", "H", "C", "H", "C", "N", "C", "C", "Si", "H", "H", "H", "H", "C", "C", "H", "H", "C", "H", "H", "N", "H", "C", "H", "C", "H", "Sr", "H", "H", "H", "H", "H", "C", "H", "H", "H", "C", "H", "O", "H", "C", "H", "H", "H", "C", "C", "H", "C", "C", "H", "H", "H", "H", "O", "C", "C", "H", "H", "H", "H", "C", "H", "H", "C", "N", "C", "C", "H", "H", "H", "H"], "coordinates": [[5.304, 1.613, -4.681], [3.949, -2.402, -6.699], [1.108, -2.167, -3.124], [5.351, 0.876, 0.967], [0.934, 1.511, -4.812], [-0.026, 0.976, -4.766], [8.495, -2.768, -5.207], [-2.161, 1.028, 3.497], [-0.044, 2.923, 3.983], [-0.942, 0.093, 1.400], [4.586, 1.848, -5.481], [4.185, -1.005, -4.786], [-0.596, 1.124, 1.613], [4.463, 1.396, 1.335], [-1.887, -0.383, -1.561], [-2.506, -3.272, 3.275], [-2.585, 2.087, -5.109], [2.624, 1.301, -3.048], [3.961, -1.114, 0.852], [0.583, 1.863, -2.167], [6.289, 1.453, -5.144], [-1.282, -2.157, 1.473], [-0.220, 3.533, 2.307], [4.509, -2.386, -7.923], [-0.943, 1.674, -3.879], [-0.725, 3.018, 3.126], [6.760, -0.892, -6.368], [4.721, 0.146, -3.682], [-1.598, 3.587, 3.460], [2.269, -3.759, -6.661], [6.378, 0.267, -1.831], [-1.319, 2.616, -2.091], [6.103, -0.493, -2.576], [6.338, -1.407, 1.276], [3.918, -2.210, 0.985], [6.058, -0.199, -6.849], [-2.492, -2.430, 2.146], [3.522, 0.770, -1.603], [2.716, -0.446, -2.672], [5.160, -0.567, 1.101], [-2.915, 2.021, -3.339], [-4.828, -1.883, 2.476], [5.383, 2.495, -4.027], [-2.367, 1.568, -4.169], [2.178, -2.440, -5.466], [0.978, -0.412, -0.940], [2.860, -2.095, -9.290], [-2.891, 1.761, 3.860], [4.572, -3.010, -4.795], [-3.602, -1.136, 0.830], [-2.659, 0.515, -4.255], [8.143, -0.728, -6.476], [6.660, -3.796, -4.593], [6.863, -1.582, 0.323], [-3.685, -4.017, 4.911], [-0.538, 2.081, -2.659], [5.567, -2.170, -8.055], [2.973, -0.438, 0.492], [10.086, -1.501, -5.927], [6.259, -1.973, -5.642], [4.434, -2.428, -10.029], [-5.726, -1.341, 2.168], [3.521, -3.738, -9.303], [-3.676, -3.389, 4.017], [2.497, -2.693, -6.489], [-1.681, 0.544, 4.362], [4.761, -2.131, -5.434], [3.263, 0.517, -2.635], [9.158, -3.513, -4.765], [0.158, -0.062, -4.420], [-1.581, -3.777, 3.559], [7.023, -0.924, 1.979], [0.282, 1.629, 0.901], [-3.662, -1.759, 1.728], [9.006, -1.647, -5.878], [1.901, -2.113, -7.206], [5.788, -1.397, -2.036], [-0.493, 0.946, -5.756], [7.011, -0.734, -3.146], [3.781, -2.678, -9.189], [6.010, -2.375, 1.674], [-5.750, -2.796, 4.209], [-4.832, -2.693, 3.622], [-1.179, 1.712, 2.666], [7.114, -2.937, -5.094], [-0.215, -1.884, 0.881], [5.538, 1.171, -0.077], [-2.661, 0.257, 2.901], [6.225, 1.150, 1.566], [8.530, 0.128, -7.031]]}

***

{"formula": "C31H48N8O3PS2Sr", "method": "the ωB97M-V functional and the def2-TZVPD basis", "e_tot_ev": -82789.752, "homo_ev": -4.815, "orbital_gap_ev": 7.33, "total_charge": -1, "relative_energy_kj_mol": 76.9, "species": ["H", "H", "C", "H", "H", "S", "C", "H", "C", "C", "C", "H", "H", "H", "H", "C", "O", "C", "N", "H", "C", "H", "H", "C", "H", "H", "H", "H", "H", "H", "C", "H", "C", "C", "H", "H", "C", "C", "H", "H", "C", "C", "N", "C", "H", "N", "C", "H", "C", "H", "C", "H", "H", "C", "S", "H", "C", "O", "O", "H", "H", "H", "H", "H", "H", "H", "H", "C", "H", "P", "N", "Sr", "H", "C", "H", "H", "H", "N", "N", "C", "H", "C", "N", "H", "C", "H", "H", "C", "C", "C", "N", "H", "H", "C"], "coordinates": [[0.241, 3.305, 4.695], [6.278, -0.670, 2.520], [0.531, -2.295, 2.087], [-0.617, -4.660, -1.982], [-1.432, 5.059, 4.803], [4.442, -1.332, 1.220], [-2.860, -2.582, -2.082], [-2.879, -5.119, -2.673], [-0.223, 3.623, 3.772], [-2.772, -4.485, -3.558], [5.287, 3.430, 0.926], [6.536, 4.315, -0.579], [-1.606, -3.585, 3.145], [-3.601, -1.335, -4.212], [1.220, 1.904, -3.244], [5.000, 2.283, 1.652], [-3.754, 0.992, -2.998], [-0.550, -3.928, -2.790], [1.435, 1.140, 1.650], [-4.370, -0.615, 1.708], [-1.042, -1.455, -3.839], [7.837, 2.244, -0.950], [4.809, 0.115, 3.106], [-2.165, -1.539, 2.965], [4.700, 4.325, 1.088], [-0.538, 3.466, -4.037], [1.372, -2.334, 1.397], [2.831, 1.187, 3.825], [-1.418, -1.270, 3.716], [-3.364, -1.631, -1.895], [-0.409, -4.066, 0.807], [-0.002, -1.366, -4.172], [-0.732, 2.523, -3.510], [-1.242, -3.512, -5.069], [-1.300, -4.410, 0.278], [0.691, 2.914, -2.064], [5.728, 1.113, 1.453], [6.312, 3.422, -0.008], [-2.739, 3.264, -3.334], [2.411, 2.891, 4.144], [-0.495, 3.442, 1.363], [2.977, -0.353, 0.824], [-1.804, -2.186, -4.855], [-1.780, 5.056, 2.670], [0.406, -3.971, 0.088], [2.535, 0.279, 1.851], [1.212, 1.948, 2.633], [-2.646, -3.265, 1.758], [-1.443, 4.493, 1.465], [-0.845, 1.750, -4.276], [-3.203, -2.323, -4.450], [-3.450, 0.237, 0.430], [-3.114, -1.691, 3.517], [-1.172, 4.623, 3.848], [2.536, -0.467, -0.854], [-3.285, 0.824, 3.431], [2.021, 1.900, 3.907], [-0.228, 2.944, 0.208], [-2.130, 0.634, -1.520], [-1.911, 4.811, 0.542], [-0.131, -4.843, 1.543], [-0.187, -3.413, -5.338], [0.790, -2.894, 2.981], [-1.831, 3.204, -1.804], [0.501, -3.892, -3.091], [0.408, -1.257, 2.395], [-1.448, -0.448, -3.745], [0.148, 2.998, 2.571], [4.188, 2.280, 2.367], [-1.041, -2.249, -2.158], [-2.283, -0.431, 2.037], [-0.089, 0.722, -0.456], [-2.525, 5.844, 2.699], [-2.732, 1.334, -2.401], [-3.757, -2.745, -5.294], [-1.511, 0.964, 3.402], [-1.775, -3.974, -5.906], [-3.403, -3.199, -3.296], [-0.662, -2.786, 1.426], [-2.392, 0.814, 2.779], [-3.325, -1.501, 0.566], [5.377, -0.135, 2.212], [0.420, 2.144, -2.672], [1.386, 1.599, 4.743], [6.749, 1.115, 0.508], [-3.301, -4.958, -4.392], [7.305, 0.203, 0.324], [-2.048, 2.670, -2.734], [-3.420, -0.583, 1.144], [-1.796, -2.866, 2.320], [-1.357, -4.410, -3.921], [-2.467, 1.663, 2.100], [-3.058, -3.245, -1.233], [7.043, 2.260, -0.214]]}

***

{"formula": "C31H48O3P2Pd", "method": "the ωB97M-V functional and the def2-TZVPD basis", "e_tot_ev": -61102.743, "spin_multiplicity": 5, "homo_ev": [-12.178, -12.070], "orbital_gap_ev": [6.19, 2.81], "total_charge": 2, "s_squared": 6.02, "species": ["H", "C", "H", "C", "H", "C", "P", "C", "O", "C", "P", "C", "H", "C", "H", "C", "H", "H", "H", "C", "C", "H", "H", "C", "C", "H", "H", "H", "H", "C", "H", "O", "C", "H", "H", "C", "C", "H", "C", "C", "C", "C", "H", "H", "C", "H", "H", "H", "H", "C", "H", "H", "H", "C", "H", "Pd", "H", "H", "H", "C", "H", "H", "H", "H", "C", "H", "H", "C", "C", "O", "C", "H", "C", "C", "H", "H", "H", "H", "H", "H", "H", "H", "H", "C", "H"], "coordinates": [[5.361, 4.516, 1.187], [1.515, 3.910, -0.425], [0.237, 0.417, 4.318], [-1.725, 3.463, -0.018], [-1.768, 3.931, -1.012], [-3.451, 0.285, 2.473], [1.516, -0.161, 0.206], [-1.729, -3.510, -3.031], [-1.089, -1.309, -2.394], [-0.958, -2.523, -2.174], [-1.133, 1.735, -0.196], [-0.252, -1.595, 2.500], [-0.108, -4.891, -3.308], [3.867, 3.633, -1.513], [3.630, 0.599, 0.841], [2.417, 4.194, -1.589], [4.140, 1.479, -1.096], [-0.092, -4.315, 2.092], [0.483, 3.667, -0.686], [-1.908, -5.567, -4.284], [4.460, 3.898, 1.395], [-3.196, -2.632, -0.083], [3.071, 5.418, 1.968], [-0.881, -0.291, 2.614], [4.520, 2.599, 0.682], [0.024, 2.354, -2.190], [1.328, 3.679, 1.714], [1.959, 0.454, -2.151], [-3.791, -3.337, 1.443], [2.812, 0.239, 1.473], [3.119, -0.727, 1.897], [-3.634, -2.259, -2.494], [-0.789, 0.322, 3.956], [-2.747, 3.372, 0.395], [2.091, 1.843, -1.094], [-1.140, -2.466, 1.836], [-3.849, -4.178, -4.003], [2.629, 0.972, 2.318], [4.107, 2.463, -0.603], [0.960, -2.125, 3.148], [-1.158, -4.689, -3.533], [-0.934, -3.885, 1.541], [-1.390, -0.354, 4.588], [-3.823, -5.997, -5.163], [-3.255, -5.308, -4.537], [-0.486, 0.574, -2.233], [1.929, 3.772, -2.485], [-2.427, 0.001, -1.270], [4.137, 3.325, -2.532], [0.010, 1.390, -1.657], [3.504, 5.450, 0.293], [4.549, 4.477, -1.337], [2.658, -1.800, -1.127], [1.934, 4.028, 0.843], [0.634, -2.979, 3.780], [0.806, 2.049, 1.450], [-4.079, 0.435, 1.575], [1.674, -2.537, 2.414], [-4.583, -2.270, -2.687], [-2.332, -1.768, 1.578], [-3.345, 0.858, 0.007], [-3.246, 1.269, 2.924], [2.341, -2.370, 0.555], [-4.086, -0.300, 3.183], [3.224, 4.759, 1.108], [4.499, 3.668, 2.469], [1.459, -1.386, 3.792], [1.476, 0.961, -1.308], [-3.088, -3.285, -3.191], [-0.247, -3.114, -1.286], [-3.496, -2.399, 0.947], [-1.075, 4.006, 0.704], [1.927, -1.840, -0.310], [-2.619, 0.964, -0.793], [-0.737, -3.954, 0.463], [-1.181, 1.341, 3.999], [-4.888, -3.962, -4.201], [-2.996, 1.681, -1.530], [-4.362, -1.721, 0.932], [-1.842, -4.445, 1.788], [5.090, 1.825, 1.213], [0.975, -2.348, -0.705], [-1.454, -6.457, -4.697], [-2.232, -0.496, 2.137], [2.530, 5.273, -1.814]]}